<i>
A 6-piece molecular cluster, C24H66N6O6 overall, computed with ωB97M-V with the def2-TZVPD basis set.

Geometry as XYZ:
```
102
C24H66N6O6, DFT ωB97M-V with the def2-TZVPD basis set
C -0.495 0.022 4.470
O 0.406 0.796 3.668
C 0.482 2.234 3.736
C 1.696 2.702 2.813
C 3.030 1.933 2.891
N 1.831 4.102 2.914
H -0.224 0.083 5.542
H -0.123 -1.061 4.381
H -1.509 0.130 4.224
H -0.434 2.756 3.504
H 0.617 2.361 4.809
H 1.088 2.279 2.015
H 2.844 0.894 2.644
H 3.283 1.994 4.005
H 3.693 2.343 2.284
H 0.924 4.475 2.709
H 2.557 4.569 2.160
C -0.677 1.978 -2.306
O -0.663 0.638 -1.771
C 0.034 0.561 -0.515
C -0.173 -0.809 0.232
C -1.635 -0.985 0.698
N 0.774 -0.982 1.255
H -0.703 1.927 -3.490
H 0.320 2.378 -2.177
H -1.134 2.657 -1.864
H 0.979 0.878 -0.627
H -0.246 1.333 0.097
H 0.012 -1.505 -0.660
H -1.645 -0.290 1.452
H -1.893 -1.932 1.152
H -2.366 -0.702 0.012
H 1.713 -0.953 1.035
H 0.528 -0.192 1.971
C -0.312 3.389 -5.834
O 0.328 2.034 -5.510
C 0.494 1.184 -6.686
C 1.377 0.043 -6.129
C 2.664 0.548 -5.532
N 1.640 -0.896 -7.239
H -1.263 3.360 -6.203
H 0.280 3.726 -6.642
H -0.068 4.030 -5.055
H -0.416 0.841 -6.971
H 0.940 1.839 -7.526
H 0.808 -0.588 -5.573
H 3.163 1.324 -5.994
H 3.451 -0.158 -5.485
H 2.509 0.659 -4.520
H 0.776 -1.099 -7.618
H 2.279 -0.189 -7.842
C 0.072 -3.703 3.917
O 0.670 -4.856 4.492
C -0.115 -5.367 5.529
C 0.769 -6.509 6.069
C 0.912 -7.730 5.115
N 0.270 -6.975 7.387
H -0.390 -3.210 4.710
H -0.758 -4.140 3.231
H 0.754 -3.149 3.027
H -0.147 -4.647 6.393
H -1.191 -5.519 5.320
H 1.876 -6.085 6.355
H 1.127 -7.576 4.183
H 0.001 -7.908 4.661
H 1.560 -8.442 5.677
H -0.623 -7.403 7.227
H 0.893 -7.677 7.654
C -2.040 -1.177 -4.268
O -1.774 -2.477 -4.053
C -0.480 -2.953 -4.181
C -0.401 -4.428 -4.154
C -0.999 -5.006 -2.802
N 0.878 -4.933 -4.451
H -1.544 -0.703 -3.464
H -3.050 -1.038 -4.317
H -1.799 -0.910 -5.348
H -0.105 -2.556 -5.110
H 0.150 -2.703 -3.536
H -1.005 -5.162 -4.611
H -2.085 -4.952 -2.623
H -0.517 -4.472 -1.886
H -0.573 -6.103 -2.745
H 1.664 -4.368 -3.975
H 1.233 -4.765 -5.398
C 0.341 4.833 0.281
O -0.235 5.497 1.243
C -1.505 6.104 1.120
C -1.894 6.823 2.468
C -2.163 5.800 3.562
N -2.995 7.724 2.174
H 0.154 5.332 -0.631
H -0.094 4.057 0.010
H 1.488 4.835 0.279
H -1.424 6.708 0.275
H -2.244 5.302 0.958
H -0.912 7.420 2.812
H -2.940 5.249 3.275
H -2.290 6.362 4.433
H -1.549 5.048 3.693
H -3.806 7.429 1.719
H -2.705 8.418 1.400
```

Results
* gap between HOMO and LUMO: 9.21 eV
* SMILES: COC[C@H](C)N.COC[C@H](C)N.COC[C@H](C)N.COC[C@H](C)N.COC[C@H](C)N.COC[C@H](C)N
* E_LUMO: 0.43 eV
* total charge: 0

---

<ii>
A 6-piece molecular cluster, C24H66N6O6 overall, computed with ωB97M-V with the def2-TZVPD basis set.

Geometry as XYZ:
```
102
C24H66N6O6, DFT ωB97M-V with the def2-TZVPD basis set
C 0.266 -0.240 -3.346
O 0.033 -0.252 -1.896
C 0.791 0.789 -1.311
C 0.578 0.636 0.217
C 1.230 -0.592 0.841
N -0.900 0.838 0.354
H -0.105 0.560 -3.935
H -0.432 -1.073 -3.603
H 1.325 -0.448 -3.618
H 1.850 0.871 -1.270
H 0.529 1.794 -1.302
H 0.992 1.524 0.722
H 1.518 -1.309 0.109
H 0.549 -1.139 1.525
H 2.312 -0.307 1.332
H -1.167 0.356 1.168
H -1.320 0.270 -0.275
C -3.313 0.166 -5.785
O -2.274 -0.431 -6.495
C -1.253 0.429 -7.059
C -0.344 -0.513 -7.942
C 0.426 -1.570 -7.002
N 0.501 0.371 -8.706
H -4.047 0.866 -6.372
H -2.893 0.572 -4.964
H -3.904 -0.737 -5.724
H -1.704 1.126 -7.654
H -0.690 0.884 -6.331
H -1.009 -1.132 -8.532
H -0.311 -2.291 -6.373
H 0.955 -0.918 -6.353
H 1.134 -2.259 -7.456
H 0.164 1.327 -9.050
H 0.653 -0.059 -9.618
C 2.755 -6.764 2.376
O 1.554 -6.014 2.616
C 1.154 -5.716 3.913
C -0.185 -5.138 3.670
C -0.267 -3.899 2.809
N -0.737 -4.686 5.040
H 2.949 -7.524 3.155
H 3.473 -6.048 2.596
H 2.988 -7.122 1.579
H 1.295 -6.559 4.507
H 1.834 -4.969 4.303
H -0.980 -5.877 3.272
H 0.170 -4.152 1.804
H 0.345 -2.937 2.944
H -1.376 -3.435 2.892
H -0.012 -4.154 5.396
H -1.240 -5.319 5.571
C -0.452 1.247 3.944
O -1.573 0.344 3.940
C -2.757 0.949 3.983
C -3.775 -0.143 3.753
C -3.748 -0.725 2.328
N -5.115 0.378 4.087
H 0.480 0.715 3.982
H -0.461 2.020 4.684
H -0.392 1.627 2.956
H -2.813 1.485 4.981
H -2.750 1.565 3.173
H -3.688 -0.873 4.631
H -4.286 -1.645 2.334
H -2.691 -1.087 2.330
H -4.178 -0.180 1.547
H -5.066 0.545 5.121
H -5.850 -0.356 3.902
C -3.705 7.633 2.608
O -2.782 6.685 2.104
C -3.195 5.532 1.398
C -2.112 4.702 0.918
C -1.176 5.428 0.052
N -2.700 3.473 0.334
H -4.110 8.231 1.796
H -3.242 8.459 3.271
H -4.546 7.088 3.126
H -3.699 4.934 2.288
H -4.000 5.620 0.641
H -1.642 4.499 1.917
H -0.288 4.838 -0.242
H -0.810 6.207 0.498
H -1.764 5.989 -0.742
H -1.889 2.842 0.294
H -3.532 3.087 0.728
C 4.999 1.448 1.372
O 5.179 0.161 0.897
C 5.243 0.026 -0.484
C 5.015 -1.348 -0.938
C 5.692 -2.432 -0.163
N 5.410 -1.516 -2.354
H 5.785 2.000 1.013
H 4.994 1.519 2.563
H 4.142 1.906 0.931
H 4.473 0.554 -1.037
H 6.469 0.326 -0.705
H 3.991 -1.642 -0.994
H 5.825 -3.275 -0.520
H 5.515 -2.285 0.975
H 6.770 -2.063 -0.240
H 4.590 -1.133 -3.078
H 6.350 -1.158 -2.639
```

Results
* gap between HOMO and LUMO: 9.19 eV
* SMILES: COC[C@H](C)N.COC[C@H](C)N.COC[C@H](C)N.COC[C@H](C)N.COC[C@H](C)N.COC[C@H](C)N
* E_LUMO: 0.61 eV
* total charge: 0

---

Short version: <ii>, <i>, most stable first.

---

<i>
A 2-piece molecular cluster, C2H4ClI overall, computed with ωB97M-V with the def2-TZVPD basis set.

Geometry as XYZ:
```
8
C2H4ClI, DFT ωB97M-V with the def2-TZVPD basis set
C -1.757 -0.101 -0.075
C -0.494 0.148 0.122
Cl 0.183 1.655 -0.130
H -2.137 -1.117 -0.082
H -2.493 0.552 -0.535
H 0.328 -0.506 0.404
I 3.684 0.270 -0.139
H 2.686 -0.900 0.435
```

Results
* gap between HOMO and LUMO: 10.11 eV
* SMILES: C=CCl.I
* E_LUMO: 0.37 eV
* total charge: 0

---

<ii>
A 2-piece molecular cluster, C2H4ClI overall, computed with ωB97M-V with the def2-TZVPD basis set.

Geometry as XYZ:
```
8
C2H4ClI, DFT ωB97M-V with the def2-TZVPD basis set
C 0.008 0.272 0.024
C 0.255 -0.774 0.835
Cl 0.208 -0.433 2.554
H 0.246 0.225 -0.987
H -0.551 1.032 0.565
H 0.522 -1.766 0.531
I -3.367 -1.647 0.795
H -3.373 -2.659 -0.460
```

Results
* gap between HOMO and LUMO: 9.98 eV
* SMILES: C=CCl.I
* E_LUMO: 0.54 eV
* total charge: 0

---

Short version: <i>, <ii>, most stable first.

---

<i>
A 2-piece molecular cluster, C2H6O2 overall, computed with ωB97M-V with the def2-TZVPD basis set.

Geometry as XYZ:
```
10
C2H6O2, DFT ωB97M-V with the def2-TZVPD basis set
C 0.431 1.575 0.120
O -0.190 1.720 -0.906
H -0.063 1.559 1.112
H 1.526 1.412 0.109
C -0.119 -1.227 0.176
O -0.965 -0.940 -0.901
H -0.270 -2.288 0.346
H -0.384 -0.729 1.133
H 0.959 -1.080 -0.044
H -0.908 -0.004 -1.130
```

Results
* gap between HOMO and LUMO: 10.65 eV
* SMILES: C=O.CO
* E_LUMO: 0.39 eV
* total charge: 0

---

<ii>
A 2-piece molecular cluster, C2H6O2 overall, computed with ωB97M-V with the def2-TZVPD basis set.

Geometry as XYZ:
```
10
C2H6O2, DFT ωB97M-V with the def2-TZVPD basis set
C -1.584 0.125 -0.643
C -0.530 0.054 -1.459
O 0.795 0.001 -1.107
H -2.615 -0.269 -0.628
H -1.428 0.603 0.372
H -0.651 0.195 -2.527
H 1.305 0.613 -1.693
O 1.030 -0.137 2.617
H 0.611 -0.706 3.290
H 0.866 -0.429 1.722
```

Results
* gap between HOMO and LUMO: 9.87 eV
* SMILES: C=CO.O
* E_LUMO: 0.74 eV
* total charge: 0

---

<iii>
A 2-piece molecular cluster, C2H6O2 overall, computed with ωB97M-V with the def2-TZVPD basis set.

Geometry as XYZ:
```
10
C2H6O2, DFT ωB97M-V with the def2-TZVPD basis set
C 3.401 2.634 0.017
O 3.726 1.446 0.207
H 4.193 3.471 -0.108
H 2.418 2.867 -0.100
C -2.165 -1.442 0.007
O -2.963 -2.582 0.059
H -2.510 -0.764 -0.856
H -2.527 -0.608 0.665
H -1.039 -1.552 -0.039
H -2.535 -3.471 0.148
```

Results
* gap between HOMO and LUMO: 10.39 eV
* SMILES: C=O.CO
* E_LUMO: 0.56 eV
* total charge: 0

---

Short version: <i>, <ii>, <iii>, most stable first.

---

<i>
A 2-piece molecular cluster, C2H3NOS overall, computed with ωB97M-V with the def2-TZVPD basis set.

Geometry as XYZ:
```
8
C2H3NOS, DFT ωB97M-V with the def2-TZVPD basis set
C -1.328 0.278 1.000
C 1.286 0.056 -0.771
N -0.407 -0.596 0.761
O -1.768 1.281 1.397
S -1.868 -1.213 0.167
H 1.943 0.767 -0.287
H 1.234 -1.083 -0.600
H 0.908 0.509 -1.665
```

Results
* gap between HOMO and LUMO (alpha / beta): 9.10 / 6.59 eV
* E_LUMO (alpha / beta): -0.28 / -1.94 eV
* total charge: 0

---

<ii>
One molecule with the formula C2H3NOS, computed with ωB97M-V with the def2-TZVPD basis set.

Geometry as XYZ:
```
8
C2H3NOS, DFT ωB97M-V with the def2-TZVPD basis set
C -1.398 0.334 -0.227
C -0.543 -0.451 0.354
N 1.135 -0.773 -0.218
O 3.355 0.212 -0.228
S 1.980 0.460 0.139
H -2.472 0.226 0.090
H -1.153 1.083 -1.094
H -0.903 -1.092 1.184
```

Results
* gap between HOMO and LUMO: 10.15 eV
* E_LUMO: -0.50 eV
* total charge: 0

---

Short version: <ii>, <i>, most stable first.